The following is a DFT calculation (ωB97M-V/def2-TZVPD) of a cluster of 13 separate species, C48H127N5O18 in total.

ORCA input file:
```
! wB97M-V def2-TZVPD RIJCOSX def2/J DEFGRID3
* xyz 0 1
C -15.2308 42.0571 18.2932
O -15.4532 43.0175 19.3247
H -14.6793 42.4618 17.4446
H -14.6414 41.2441 18.7173
H -16.1945 41.6476 17.9903
H -15.8664 42.5138 20.0297
C -17.9125 31.8527 11.9580
O -19.1400 31.6372 12.6365
H -17.4453 30.8939 11.7332
H -18.0503 32.3713 11.0093
H -17.2430 32.4744 12.5525
H -19.8739 32.0442 12.1702
C -20.3631 43.5483 18.2188
O -20.6324 43.9027 16.8964
H -19.3636 43.8425 18.5389
H -21.1503 44.0315 18.7976
H -20.5120 42.4777 18.3592
H -20.4458 44.8431 16.8472
C -23.4116 33.7466 20.5732
O -24.5566 32.8967 20.4155
C -25.0932 32.2732 21.5651
C -26.4694 31.6952 21.3654
N -26.3041 30.4443 20.5999
C -27.6059 29.7290 20.5042
C -27.5488 28.4948 19.5408
O -27.2505 28.9912 18.2632
C -27.4372 28.0504 17.2201
H -23.4204 34.3407 19.6594
H -22.5046 33.1448 20.5149
H -23.4462 34.4069 21.4398
H -25.1700 33.1233 22.2430
H -24.4458 31.5422 22.0496
H -27.1663 32.3827 20.8860
H -26.8078 31.4316 22.3675
H -25.8814 30.6902 19.7162
H -28.4278 30.3096 20.0853
H -27.7782 29.4370 21.5401
H -28.5281 28.0267 19.6404
H -26.7860 27.8393 19.9610
H -26.8286 27.1642 17.3997
H -27.1302 28.4482 16.2528
H -28.4667 27.6935 17.1904
C -21.7802 27.7080 19.7833
O -20.6878 28.3043 19.0782
C -21.0627 29.6687 18.7368
C -19.9169 30.2269 17.8375
N -18.6417 29.9868 18.5432
C -17.4519 30.3705 17.7609
C -16.1409 29.7853 18.3621
O -16.1295 28.3966 18.0816
C -14.9785 27.7290 18.6719
H -21.4016 26.9954 20.5161
H -22.3852 27.1952 19.0357
H -22.4929 28.3914 20.2449
H -21.0764 30.3925 19.5517
H -22.0280 29.8170 18.2527
H -20.0957 31.2764 17.6036
H -19.9830 29.6498 16.9152
H -18.5607 28.9865 18.6573
H -17.4233 31.4594 17.8021
H -17.5487 30.0758 16.7159
H -16.1254 29.9886 19.4328
H -15.2345 30.2590 17.9851
H -15.0863 27.8920 19.7443
H -14.0117 28.1808 18.4501
H -14.9388 26.6450 18.5649
C -11.0593 46.4913 6.3771
O -11.3470 45.7500 7.5284
C -10.8824 46.3312 8.7609
C -11.1646 45.3456 9.8545
N -12.6196 45.2788 10.1581
C -12.9233 44.1821 11.0333
C -14.3807 44.1575 11.5191
O -14.6669 42.8176 11.8820
C -16.0415 42.5624 12.2371
H -10.0146 46.7867 6.2802
H -11.5902 47.4323 6.5216
H -11.4301 45.9676 5.4960
H -11.3749 47.2899 8.9230
H -9.8124 46.5314 8.7045
H -10.7116 45.6932 10.7829
H -10.7306 44.3804 9.5933
H -12.9126 44.9770 9.2398
H -12.2886 44.2506 11.9168
H -12.7823 43.2272 10.5269
H -14.9918 44.4224 10.6563
H -14.4739 44.8409 12.3631
H -16.2477 43.0214 13.2040
H -16.2579 41.4953 12.2881
H -16.5705 43.0640 11.4268
C -19.6242 35.4531 7.5038
O -19.5378 34.7087 8.7445
C -20.4074 35.1417 9.8006
C -21.7919 34.5350 9.6835
N -21.9609 33.1021 9.9653
C -23.3170 32.7194 9.9836
C -23.3282 31.2014 10.3208
O -22.5817 30.4697 9.3297
C -22.7556 29.0402 9.4534
H -18.9131 35.0918 6.7609
H -19.5108 36.5210 7.6905
H -20.6218 35.3193 7.0855
H -20.5290 36.2237 9.7496
H -20.0069 34.7400 10.7314
H -22.1202 34.6008 8.6462
H -22.4848 35.1297 10.2788
H -21.6238 32.5521 9.1881
H -23.8494 32.8937 9.0486
H -23.9052 33.2330 10.7440
H -24.3220 30.7571 10.3764
H -22.7785 31.0266 11.2457
H -22.2984 28.3530 8.7415
H -23.8182 28.7990 9.4240
H -22.3459 28.7160 10.4100
C -30.4446 29.0264 10.2731
O -30.6385 29.5851 11.5836
C -29.4288 29.9411 12.3208
C -29.0987 31.4161 12.1010
N -27.8494 31.8318 12.7723
C -27.9408 31.8453 14.2130
C -26.5656 32.1483 14.7817
O -26.0985 33.4322 14.3415
C -24.8280 33.8376 14.8301
H -29.8519 28.1137 10.3341
H -29.9798 29.6948 9.5482
H -31.4547 28.8516 9.9026
H -28.5511 29.3217 12.1363
H -29.5888 29.7217 13.3765
H -29.9452 32.0288 12.4110
H -29.1292 31.6309 11.0328
H -27.6818 32.7810 12.4707
H -28.3528 30.9762 14.7259
H -28.6606 32.6360 14.4245
H -25.7876 31.4123 14.5785
H -26.5561 32.2522 15.8667
H -24.8257 33.9474 15.9145
H -24.4399 34.7822 14.4489
H -24.0442 33.1337 14.5501
C -21.0510 37.6902 25.2400
C -20.4320 38.0068 23.9937
C -21.4036 38.8237 23.0771
O -19.2274 38.7247 23.9937
H -21.8554 37.0055 24.9716
H -21.4392 38.6358 25.6186
H -20.3952 37.2748 26.0052
H -20.0458 37.0754 23.5796
H -21.1542 38.8388 22.0162
H -21.4051 39.8879 23.3126
H -22.4372 38.4923 23.1773
H -18.9173 38.6781 24.9011
C -14.0478 36.7945 21.4984
C -15.2332 35.9319 21.9628
C -16.3942 36.1577 20.9764
O -14.9245 34.5413 21.7497
H -13.5285 36.3618 20.6433
H -13.3590 36.7696 22.3428
H -14.2138 37.8306 21.2032
H -15.5454 36.1283 22.9885
H -16.2198 35.8178 19.9555
H -16.4810 37.2359 20.8418
H -17.3745 35.8209 21.3136
H -15.7414 34.0489 21.6412
C -23.3084 40.6553 11.9969
C -23.0268 41.7167 13.0764
C -24.2249 42.2079 13.9289
O -21.9976 41.3106 13.9072
H -22.4585 40.6317 11.3148
H -24.2669 40.8234 11.5057
H -23.4487 39.6601 12.4188
H -22.5592 42.5374 12.5325
H -24.0064 42.9358 14.7103
H -24.6009 41.4249 14.5873
H -25.0845 42.5303 13.3412
H -21.8264 41.9571 14.5959
C -18.8229 38.4852 16.5652
C -18.8630 37.4376 15.4401
C -18.9010 35.9878 15.9911
O -20.1363 37.6141 14.8593
H -19.7075 38.4082 17.1973
H -18.7291 39.5385 16.3009
H -17.9567 38.3329 17.2091
H -18.0722 37.5851 14.7046
H -19.7296 35.8490 16.6854
H -17.9895 35.7438 16.5368
H -19.0230 35.2538 15.1945
H -20.3233 38.5462 14.7257
C -13.4055 36.3835 16.0019
C -12.9576 35.3281 14.9725
C -14.1060 34.4672 14.4702
O -12.2055 35.8177 13.9586
H -14.0620 37.1664 15.6223
H -12.5691 36.9091 16.4626
H -14.0145 35.9218 16.7791
H -12.2763 34.6815 15.5256
H -14.8530 35.0963 13.9862
H -14.5405 34.0341 15.3712
H -13.7944 33.6555 13.8128
H -12.7738 36.4382 13.4965
*
```

Calculated values
Kohn-Sham gap   8.67 eV
E   -3532.6347 hartree
ΔE to the lowest compared entry with this formula, charge and spin   497.60 kJ/mol

Here are the Mulliken charges for atoms 1 to 99, given in e:
1 C -0.38
2 O -0.51
3 H 0.25
4 H 0.21
5 H 0.14
6 H 0.30
7 C -0.44
8 O -0.48
9 H 0.25
10 H 0.18
11 H 0.17
12 H 0.29
13 C -0.51
14 O -0.48
15 H 0.23
16 H 0.30
17 H 0.18
18 H 0.29
19 C -0.67
20 O -0.23
21 C -0.61
22 C -0.64
23 N -0.27
24 C -0.71
25 C -0.64
26 O -0.21
27 C -0.79
28 H 0.21
29 H 0.23
30 H 0.29
31 H 0.43
32 H 0.28
33 H 0.37
34 H 0.36
35 H 0.24
36 H 0.34
37 H 0.41
38 H 0.40
39 H 0.34
40 H 0.34
41 H 0.20
42 H 0.33
43 C -0.78
44 O -0.32
45 C -0.46
46 C -0.72
47 N -0.40
48 C -0.65
49 C -0.68
50 O -0.31
51 C -0.78
52 H 0.26
53 H 0.28
54 H 0.31
55 H 0.25
56 H 0.44
57 H 0.43
58 H 0.35
59 H 0.30
60 H 0.37
61 H 0.35
62 H 0.36
63 H 0.52
64 H 0.33
65 H 0.30
66 H 0.27
67 C -0.72
68 O -0.30
69 C -0.60
70 C -0.63
71 N -0.40
72 C -0.65
73 C -0.47
74 O -0.29
75 C -0.63
76 H 0.28
77 H 0.31
78 H 0.23
79 H 0.37
80 H 0.42
81 H 0.42
82 H 0.33
83 H 0.27
84 H 0.32
85 H 0.35
86 H 0.34
87 H 0.28
88 H 0.25
89 H 0.22
90 H 0.30
91 C -0.74
92 O -0.35
93 C -0.45
94 C -0.77
95 N -0.06
96 C -0.80
97 C -0.55
98 O -0.35
99 C -0.76